Formula: C21H19NO2
Source: the OMol25 dataset
Level of theory: ωB97M-V/def2-TZVPD

Structure (XYZ):
```
43
Properties=species:S:1:pos:R:3:forces:R:3:lowdin_charge:R:1
H 0.243 -0.379 -0.890 -0.579 -1.697 -1.562 0.098
C -0.270 -1.352 -1.300 0.242 1.020 -0.495 -0.044
C -1.183 -1.784 -0.225 0.186 -0.072 0.070 -0.274
C -2.639 -1.603 -0.346 -0.501 0.156 0.049 -0.060
C -0.515 -1.926 1.097 0.085 0.299 0.367 -0.136
C 0.415 -0.712 1.357 -0.145 1.007 -1.285 -0.107
C 0.183 0.520 0.845 -0.252 -0.384 3.493 0.139
C -0.972 1.344 1.038 -0.704 0.304 -0.849 -0.222
C -1.257 2.376 0.112 -0.017 -0.565 0.038 -0.030
C -2.549 2.869 -0.007 -0.168 0.181 0.250 -0.079
C -3.558 2.426 0.863 0.272 0.015 0.021 -0.076
C -3.248 1.542 1.906 0.149 0.204 -0.046 -0.081
C -1.961 1.035 2.023 0.511 -0.229 -0.437 -0.025
C 1.803 -1.200 1.482 0.256 0.285 -0.168 -0.365
O 2.830 -0.545 1.491 -0.715 -0.969 0.291 0.111
N 1.693 -2.596 1.519 0.908 -0.406 -0.509 0.069
C 0.478 -3.085 1.078 -0.337 -0.687 0.467 -0.368
O 0.252 -4.247 0.781 0.257 1.284 0.354 0.106
C 2.880 -3.455 1.489 -0.179 0.258 0.278 -0.070
C 3.432 -3.618 0.104 0.272 -0.058 -0.574 -0.208
C 4.440 -2.770 -0.367 -0.084 -0.079 -0.039 -0.036
C 4.961 -2.938 -1.652 -0.165 -0.149 0.034 -0.080
C 4.459 -3.948 -2.483 -0.071 0.009 0.214 -0.092
C 3.434 -4.783 -2.022 0.121 0.164 0.138 -0.079
C 2.931 -4.617 -0.731 -0.010 -0.025 -0.104 -0.042
H -0.823 -1.113 -2.224 0.266 -0.061 0.314 0.089
H 0.497 -2.114 -1.556 -0.142 0.492 0.245 0.099
H -3.154 -1.757 0.612 0.084 -0.080 -0.271 0.081
H -2.867 -0.570 -0.669 -0.049 -0.221 -0.019 0.086
H -3.065 -2.286 -1.100 0.014 0.207 0.175 0.090
H -1.224 -2.102 1.919 0.106 0.028 -0.222 0.160
H -0.436 2.703 -0.526 -0.394 -0.071 -0.072 0.119
H -2.776 3.608 -0.776 0.032 -0.188 0.244 0.106
H -4.578 2.800 0.758 0.319 -0.098 -0.008 0.105
H -4.012 1.241 2.626 0.244 0.153 -0.244 0.109
H -1.686 0.354 2.831 -0.177 0.104 -0.292 0.119
H 3.607 -2.955 2.126 0.075 -0.213 0.122 0.130
H 2.566 -4.415 1.904 0.213 0.109 0.024 0.135
H 4.790 -1.970 0.288 0.022 -0.202 -0.235 0.110
H 5.761 -2.279 -1.996 -0.267 -0.222 0.046 0.103
H 4.870 -4.093 -3.484 -0.125 0.081 0.295 0.100
H 3.023 -5.573 -2.653 0.186 0.257 0.108 0.103
H 2.123 -5.242 -0.352 0.263 0.059 -0.207 0.105
```
Forces are in eV/Å.

## Properties
Calculated total energy   -27666.644 eV
Strongest force on any atom   3.5 eV/A
Frontier orbital gap (spin up / spin down)   7.4 / 6.4 eV
Energy relative to the best compared isomer or geometry (same formula, charge and spin)   4.6772 eV
Lowest unoccupied orbital energy (spin up / spin down)   -0.790 / -1.086 eV
Charge   0
Molecular weight   317.39 g mol⁻¹

***

Formula: C21H20AuNO2
Source: the OMol25 dataset
Level of theory: ωB97M-V/def2-TZVPD

Structure (XYZ):
```
45
Properties=species:S:1:pos:R:3:forces:R:3:lowdin_charge:R:1
Au 1.179 0.595 -1.064 0.319 0.304 -0.114 0.926
C 3.255 1.866 -0.547 -0.121 0.016 -0.074 -0.138
C 3.130 2.504 0.690 0.033 -0.096 -0.014 -0.074
C 2.238 3.548 0.836 -0.004 0.025 0.013 -0.050
C 1.419 3.953 -0.221 -0.040 0.012 -0.031 -0.063
C 1.518 3.336 -1.451 0.033 -0.089 0.051 -0.087
C 2.457 2.288 -1.640 -0.066 -0.102 -0.043 -0.258
H 4.020 1.119 -0.711 0.042 0.020 0.036 0.114
H 3.764 2.200 1.511 -0.003 0.016 0.020 0.117
H 2.174 4.068 1.783 0.000 -0.001 0.005 0.119
H 0.727 4.772 -0.082 -0.009 -0.004 -0.005 0.119
H 0.920 3.664 -2.291 0.013 0.048 0.006 0.118
H 2.725 1.985 -2.647 -0.026 -0.020 -0.019 0.113
C -5.177 -2.330 6.315 -0.132 -0.049 0.049 -0.012
C -3.805 -2.018 5.811 0.092 -0.039 -0.369 -0.189
C -2.814 -1.598 6.707 -0.208 -0.064 0.113 0.082
C -1.553 -1.155 6.307 0.421 0.078 -0.325 -0.004
C -1.241 -1.186 4.980 0.171 0.176 0.364 0.066
C -2.164 -1.758 4.039 -0.105 -0.046 -0.494 -0.142
N -1.632 -1.917 2.835 -0.504 -0.737 0.998 0.190
C -1.916 -2.809 1.856 -0.103 0.162 -0.018 -0.170
C -2.604 -4.018 2.048 -0.152 -0.294 -0.031 0.037
C -2.790 -4.879 0.984 -0.061 0.015 0.394 0.001
C -2.292 -4.550 -0.266 -0.019 -0.132 -0.227 0.028
C -1.560 -3.383 -0.468 0.120 0.333 0.131 0.047
C -1.344 -2.521 0.586 0.140 0.019 -0.422 -0.014
C -0.479 -1.305 0.382 -0.097 -0.390 -0.962 -0.444
O -0.099 -1.058 -0.779 -0.136 0.134 1.150 -0.067
O -0.161 -0.616 1.425 0.381 0.273 -0.881 0.134
C -3.512 -2.081 4.453 -0.261 -0.140 0.324 -0.100
C -4.634 -2.286 3.489 -0.065 0.092 0.001 -0.010
H -5.194 -2.362 7.401 -0.027 0.004 0.012 0.096
H -5.528 -3.292 5.940 -0.021 0.022 0.011 0.101
H -5.891 -1.570 5.988 -0.012 -0.021 0.027 0.107
H -3.060 -1.566 7.762 -0.024 -0.005 0.014 0.144
H -0.849 -0.798 7.044 0.048 0.013 -0.034 0.133
H -0.273 -0.884 4.605 0.022 0.034 0.065 0.137
H -0.663 -1.080 2.199 0.343 0.451 0.306 0.045
H -2.923 -4.290 3.043 -0.024 -0.043 0.023 0.133
H -3.300 -5.823 1.124 -0.020 0.016 0.067 0.134
H -2.446 -5.230 -1.095 0.008 0.009 -0.011 0.137
H -1.151 -3.159 -1.442 0.030 0.055 0.005 0.140
H -5.067 -3.285 3.574 0.005 -0.015 0.001 0.110
H -4.350 -2.116 2.457 0.005 -0.008 -0.094 0.088
H -5.435 -1.586 3.740 0.013 -0.032 -0.018 0.110
```
Forces are in eV/Å.

## Properties
Calculated total energy   -31362.621 eV
Strongest force on any atom   1.3 eV/A
Frontier orbital gap (spin up / spin down)   5.0 / 4.9 eV
Energy relative to the best compared isomer or geometry (same formula, charge and spin)   0.2632 eV
Lowest unoccupied orbital energy (spin up / spin down)   -9.631 / -9.654 eV
Charge   +2
Molecular weight   515.36 g mol⁻¹

***

Formula: C21H20BeCl2NO3S6
Source: the OMol25 dataset
Level of theory: ωB97M-V/def2-TZVPD

Structure (XYZ):
```
54
Properties=species:S:1:pos:R:3:forces:R:3:lowdin_charge:R:1
Be -2.219 0.344 0.629 -0.124 -0.103 0.447 -0.351
S -2.198 0.403 2.889 0.008 0.088 -0.105 0.072
S -3.003 -1.455 3.287 -0.007 -0.058 -0.016 -0.127
S -4.255 -1.689 1.667 0.018 0.003 0.081 -0.091
S -2.902 -1.560 0.120 -0.010 0.000 -0.133 0.155
O -0.587 0.528 0.236 0.051 -0.019 -0.075 -0.570
S 0.457 0.200 1.316 0.049 -0.036 0.003 0.990
C 0.380 -1.581 1.630 -0.007 0.017 -0.024 -0.286
C 0.833 -2.505 0.540 0.012 -0.016 0.006 -0.266
C 0.355 -2.395 -0.764 0.006 0.017 -0.017 -0.077
C 0.801 -3.269 -1.745 0.003 -0.010 -0.005 -0.065
C 1.707 -4.274 -1.434 -0.004 0.004 0.003 -0.095
C 2.171 -4.401 -0.132 -0.004 0.004 0.001 -0.099
C 1.741 -3.516 0.845 0.007 0.000 -0.004 -0.065
C 1.963 0.332 0.311 -0.040 0.006 0.032 -0.263
C 3.179 -0.015 1.121 0.006 -0.011 0.006 -0.274
C 3.513 0.731 2.249 -0.003 -0.016 0.012 -0.050
C 4.622 0.397 3.011 -0.001 0.003 0.000 -0.084
C 5.414 -0.684 2.649 0.000 0.003 0.004 -0.095
C 5.090 -1.428 1.523 0.000 -0.003 -0.003 -0.078
C 3.976 -1.098 0.765 0.015 0.013 -0.020 -0.041
H -0.674 -1.728 1.892 -0.005 -0.013 -0.017 0.007
H 0.973 -1.713 2.539 -0.018 0.018 0.017 0.106
H -0.356 -1.625 -1.031 0.013 -0.015 0.007 0.028
H 0.425 -3.158 -2.754 0.003 0.006 0.003 0.098
H 2.043 -4.960 -2.201 0.001 0.000 0.001 0.096
H 2.872 -5.187 0.124 0.000 0.000 0.000 0.096
H 2.117 -3.605 1.858 0.000 0.002 0.002 0.113
H 1.965 1.380 0.004 0.006 0.006 -0.003 0.104
H 1.851 -0.294 -0.573 -0.018 -0.014 -0.001 0.096
H 2.895 1.575 2.535 0.001 0.003 0.001 0.113
H 4.868 0.982 3.888 -0.001 0.000 0.000 0.101
H 6.280 -0.946 3.243 0.000 0.000 0.000 0.098
H 5.703 -2.273 1.235 -0.002 -0.001 -0.001 0.103
H 3.716 -1.686 -0.106 -0.003 -0.002 0.003 0.115
S -1.151 -0.341 -3.482 0.094 -0.020 -0.112 0.588
C -1.700 1.216 -3.204 -0.043 -0.028 0.019 -0.791
N -1.180 1.952 -2.179 -0.077 -0.061 -0.062 0.055
C -1.601 3.186 -1.819 0.002 0.044 -0.012 -0.102
C -2.570 3.819 -2.527 0.008 0.007 -0.015 -0.077
C -3.147 3.120 -3.614 -0.004 0.001 0.044 -0.057
C -2.729 1.869 -3.944 -0.002 0.004 -0.029 -0.095
H -0.576 1.437 -1.546 0.019 0.045 0.024 0.094
H -1.155 3.594 -0.925 0.016 0.002 0.005 0.114
H -2.923 4.791 -2.219 0.005 0.007 0.002 0.100
H -3.959 3.577 -4.166 0.005 0.001 -0.015 0.109
H -3.188 1.308 -4.743 0.013 0.007 -0.012 0.098
Cl -5.583 4.447 -0.024 -0.005 0.002 0.011 0.569
C -4.433 3.368 0.791 -0.009 -0.024 -0.045 -0.969
Cl -3.023 4.299 1.348 0.024 0.014 -0.018 0.578
C -4.069 2.139 -0.094 -0.103 -0.112 0.038 -0.704
O -4.896 1.735 -0.875 0.028 0.039 -0.039 0.059
O -2.911 1.665 0.171 0.047 0.201 0.001 -0.152
H -4.925 2.992 1.684 0.028 -0.004 0.012 0.068
```
Forces are in eV/Å.

## Properties
Calculated total energy   -120199.605 eV
Strongest force on any atom   0.5 eV/A
Frontier orbital gap   6.4 eV
Energy relative to the best compared isomer or geometry (same formula, charge and spin)   0.0000 eV
Lowest unoccupied orbital energy   2.211 eV
Charge   -1
Molecular weight   606.71 g mol⁻¹

***

Formula: C21H20BrNO3S
Source: the OMol25 dataset
Level of theory: ωB97M-V/def2-TZVPD

Structure (XYZ):
```
47
Properties=species:S:1:pos:R:3:forces:R:3:lowdin_charge:R:1
C 0.451 -0.214 3.192 0.069 0.067 0.068 -0.051
C 1.204 0.661 2.238 0.008 0.053 0.006 -0.287
C 2.425 0.252 1.717 0.003 0.087 0.063 -0.045
C 3.145 1.070 0.867 -0.010 0.105 0.105 -0.047
C 2.666 2.328 0.519 -0.097 -0.154 0.242 -0.298
C 1.441 2.737 1.034 0.123 -0.025 0.047 -0.044
C 0.719 1.912 1.876 0.025 -0.100 0.098 -0.034
H -0.234 2.247 2.258 -0.133 0.024 0.042 0.119
H 1.049 3.708 0.768 -0.093 0.077 0.004 0.105
C 3.453 3.231 -0.368 -0.432 0.291 -0.353 -0.251
H 4.259 2.712 -0.884 0.030 0.036 -0.110 0.099
H 3.879 4.063 0.198 -0.017 0.077 -0.148 0.102
S 2.386 4.089 -1.635 0.295 -1.505 0.180 0.947
O 3.277 5.056 -2.271 0.588 1.032 -0.555 -0.533
C 2.299 2.665 -2.866 -0.424 0.606 0.621 -0.205
C 1.701 1.477 -2.243 0.610 -0.949 -0.201 -0.342
C 2.186 0.212 -2.038 -0.193 0.680 -0.324 -0.012
C 1.191 -0.478 -1.319 -0.717 0.446 0.107 0.006
C 0.164 0.414 -1.131 0.600 -0.704 -0.093 -0.175
C -1.143 0.297 -0.458 0.002 -0.056 0.106 -0.428
O -2.043 1.102 -0.589 -0.081 0.262 -0.125 0.087
N -1.241 -0.799 0.336 0.161 -0.105 0.153 0.081
H -0.462 -1.430 0.417 0.014 0.063 0.006 0.078
C -2.467 -1.140 1.019 -0.103 0.061 -0.029 -0.164
C -3.177 -2.277 0.329 0.073 -0.041 0.117 -0.238
C -2.699 -3.581 0.391 0.017 -0.018 0.035 -0.592
C -3.330 -4.627 -0.256 0.103 -0.060 0.052 -0.130
C -4.471 -4.372 -0.997 -0.021 0.042 -0.012 -0.081
C -4.962 -3.081 -1.085 -0.048 -0.012 -0.036 -0.073
C -4.318 -2.047 -0.428 0.020 -0.050 0.036 -0.023
H -4.694 -1.038 -0.503 -0.042 0.132 -0.005 0.120
H -5.848 -2.878 -1.667 -0.084 0.023 -0.056 0.105
H -4.969 -5.184 -1.504 -0.048 -0.070 -0.048 0.105
H -2.933 -5.628 -0.183 0.034 -0.051 0.014 0.098
Br -1.116 -3.970 1.391 -0.081 -0.021 -0.052 0.779
H -3.094 -0.246 1.001 0.065 -0.141 0.078 0.125
H -2.241 -1.409 2.056 -0.055 0.089 -0.118 0.101
O 0.477 1.594 -1.705 -0.343 0.304 -0.082 0.101
H 1.241 -1.499 -1.001 -0.081 -0.226 0.115 0.116
H 3.130 -0.174 -2.364 0.242 -0.005 -0.092 0.118
H 3.305 2.476 -3.233 0.065 0.055 0.091 0.107
H 1.680 3.061 -3.672 0.033 0.057 -0.025 0.101
H 4.093 0.732 0.475 0.091 -0.036 -0.080 0.117
H 2.818 -0.719 1.983 0.051 -0.132 0.033 0.115
H 0.894 -0.142 4.186 -0.036 -0.049 0.095 0.086
H 0.496 -1.258 2.888 -0.071 -0.111 0.001 0.063
H -0.588 0.097 3.263 -0.111 -0.049 0.027 0.072
```
Forces are in eV/Å.

## Properties
Calculated total energy   -110611.645 eV
Strongest force on any atom   1.5 eV/A
Frontier orbital gap   8.8 eV
Energy relative to the best compared isomer or geometry (same formula, charge and spin)   0.0774 eV
Lowest unoccupied orbital energy   0.413 eV
Charge   0
Molecular weight   446.37 g mol⁻¹

***

Formula: C21H20Cl2N2O2S
Source: the OMol25 dataset
Level of theory: ωB97M-V/def2-TZVPD

Structure (XYZ):
```
48
Properties=species:S:1:pos:R:3:forces:R:3:lowdin_charge:R:1
C -2.746 1.286 3.150 -0.122 0.117 0.456 -0.093
C -2.747 0.765 1.738 0.452 -0.715 -0.221 -0.222
N -1.521 -0.040 1.423 -0.803 0.003 1.006 -0.004
C -0.416 0.684 1.004 0.699 1.320 -2.371 -0.361
O -0.398 1.902 1.036 -0.186 -0.833 0.271 0.111
C 0.686 -0.081 0.252 1.451 1.023 2.033 -0.029
C 0.834 -0.047 -1.346 0.564 -1.301 -1.431 -0.139
C -0.399 0.494 -2.048 0.481 -0.608 1.100 -0.186
C -1.493 -0.371 -1.964 0.096 0.186 -0.386 -0.042
C -2.763 0.130 -2.078 -0.648 0.235 -0.119 -0.100
C -2.947 1.514 -2.228 0.470 -0.527 -0.151 -0.683
Cl -4.550 2.152 -2.175 -0.200 0.134 -0.042 0.674
C -1.866 2.343 -2.492 0.137 -0.349 -0.210 -0.080
C -0.563 1.809 -2.457 -0.991 0.446 -0.347 -0.019
C 2.187 0.539 -1.910 -1.151 -0.726 2.279 -0.168
C 3.245 -0.336 -2.192 -0.142 0.460 -0.343 -0.019
C 4.529 0.160 -2.384 -0.386 0.441 -0.008 -0.089
C 4.759 1.542 -2.286 -1.072 -0.440 0.019 -0.686
Cl 6.341 2.155 -2.538 0.392 0.159 -0.054 0.683
C 3.708 2.416 -2.011 -0.432 -0.381 -0.025 -0.081
C 2.413 1.897 -1.773 1.280 0.820 -0.402 -0.044
C 0.805 -1.470 0.953 1.697 -0.344 -2.513 -0.339
O 1.827 -2.128 0.751 -1.167 0.696 0.585 0.076
N -0.273 -2.013 1.622 -0.456 -0.505 0.799 0.002
C -0.128 -3.437 2.131 -0.347 1.148 -0.646 -0.209
C 0.173 -3.477 3.598 0.059 -0.092 0.509 -0.101
C -1.452 -1.330 1.930 0.299 -0.040 -0.309 -0.654
S -2.664 -2.013 2.847 0.406 0.227 -0.760 0.790
H -3.650 1.890 3.285 0.156 -0.031 0.110 0.084
H -2.774 0.454 3.872 0.037 0.441 -0.272 0.040
H -1.871 1.915 3.337 -0.152 -0.063 -0.022 0.080
H -3.579 0.074 1.585 0.063 0.241 -0.083 0.087
H -2.773 1.564 1.005 -0.013 0.036 -0.043 0.113
H 1.668 0.477 0.416 -1.288 -0.820 0.905 0.176
H 0.903 -1.145 -1.471 -0.074 0.476 -0.748 0.131
H -1.298 -1.446 -1.886 -0.231 0.399 0.326 0.132
H -3.614 -0.543 -2.064 -0.039 0.207 0.121 0.110
H -2.042 3.389 -2.736 0.101 -0.237 0.041 0.111
H 0.247 2.438 -2.831 -0.231 -0.289 0.603 0.109
H 3.037 -1.399 -2.298 0.155 0.159 0.200 0.121
H 5.339 -0.510 -2.616 0.172 -0.044 -0.006 0.102
H 3.884 3.491 -1.990 0.013 -0.281 0.129 0.107
H 1.621 2.596 -1.494 0.419 -0.402 0.102 0.112
H -1.086 -3.905 1.915 0.093 -0.119 -0.051 0.087
H 0.666 -3.866 1.534 0.031 -0.101 -0.038 0.110
H 0.295 -4.524 3.885 0.047 0.082 0.115 0.083
H 1.098 -2.942 3.819 -0.007 -0.051 0.035 0.084
H -0.653 -3.050 4.182 0.365 -0.157 -0.144 0.033
```
Forces are in eV/Å.

## Properties
Calculated total energy   -65057.169 eV
Strongest force on any atom   3.1 eV/A
Frontier orbital gap   8.5 eV
Lowest unoccupied orbital energy   -0.557 eV
Charge   0
Molecular weight   435.38 g mol⁻¹